Version i
ORCA calculation (the ωB97M-V functional and the def2-TZVPD basis) on 3 unconnected molecules or ions with the total composition C4H16N2O2.

The geometry in ORCA input format:
```
! wB97M-V def2-TZVPD RIJCOSX def2/J DEFGRID3
* xyz 0 1
C 1.636 2.246 0.374
N 0.707 1.152 0.702
C -0.070 0.740 -0.457
C -1.129 -0.292 -0.152
C -2.399 0.301 0.490
N -1.337 -1.112 -1.332
H 2.020 2.626 1.328
H 2.432 1.856 -0.242
H 1.099 3.091 -0.070
H 0.101 1.493 1.439
H -0.547 1.600 -0.953
H 0.619 0.303 -1.188
H -0.732 -0.970 0.614
H -2.691 -0.293 1.369
H -3.267 0.258 -0.153
H -2.212 1.309 0.878
H -1.721 -0.590 -2.112
H -1.975 -1.881 -1.165
O 1.114 -3.277 -1.474
H 1.449 -2.484 -1.898
H 0.795 -3.019 -0.600
O 2.185 -1.299 1.289
H 1.533 -0.598 1.094
H 2.390 -1.159 2.218
*
```

Gap between HOMO and LUMO (eV): 10.179
SMILES string: CNC[C@@H](C)N.O.O

Here are the natural (NBO) charges for atoms 1 to 8, given in e: number 1, C, carries -0.410; number 2, N, carries -0.638; number 3, C, carries -0.227; number 4, C, carries -0.068; number 5, C, carries -0.635; number 6, N, carries -0.829; number 7, H, carries 0.201; number 8, H, carries 0.206

---

Version ii
ORCA calculation (the ωB97M-V functional and the def2-TZVPD basis) on 3 unconnected molecules or ions with the total composition C4H16N2O2.

The geometry in ORCA input format:
```
! wB97M-V def2-TZVPD RIJCOSX def2/J DEFGRID3
* xyz 0 1
C 2.982 0.275 -0.856
N 1.584 0.122 -1.300
C 0.690 -0.094 -0.202
C -0.766 -0.394 -0.603
N -1.538 -0.620 0.601
C -2.585 0.317 0.969
H 3.084 -0.209 0.113
H 3.187 1.346 -0.807
H 3.678 -0.100 -1.607
H 1.448 -0.573 -2.022
H 0.994 -0.807 0.566
H 0.614 0.784 0.453
H -1.082 0.499 -1.135
H -0.801 -1.317 -1.189
H -1.704 -1.563 0.889
H -2.239 1.312 0.712
H -3.516 0.118 0.438
H -2.716 0.275 2.047
O 1.058 2.804 -2.395
H 0.774 1.890 -2.526
H 1.882 2.790 -2.895
O -1.775 -2.647 3.645
H -1.649 -2.234 2.801
H -1.604 -1.975 4.304
*
```

Gap between HOMO and LUMO (eV): 9.436
SMILES string: CNCCNC.O.O

Here are the natural (NBO) charges for atoms 1 to 8, given in e: number 1, C, carries -0.412; number 2, N, carries -0.653; number 3, C, carries -0.220; number 4, C, carries -0.218; number 5, N, carries -0.662; number 6, C, carries -0.400; number 7, H, carries 0.184; number 8, H, carries 0.198

---

Most favorable first, least favorable last: version i, version ii

---

Version i
ORCA calculation (the ωB97M-V functional and the def2-TZVPD basis) on a gas-phase ion, C2H8N5 (charge +1).

The geometry in ORCA input format:
```
! wB97M-V def2-TZVPD RIJCOSX def2/J DEFGRID3
* xyz 1 1
H -1.584 -1.179 -0.798
N -1.718 -0.911 0.185
C -0.562 0.048 0.545
N -0.352 0.453 1.780
N -1.186 -0.137 2.723
N 0.487 0.360 -0.456
C 0.742 -0.217 -1.590
N 1.684 0.300 -2.392
H 0.587 0.722 1.945
H -1.601 -0.988 2.280
H -1.939 0.386 3.071
H 1.109 1.264 -0.210
H 0.270 -1.223 -1.760
H 1.831 -0.008 -3.277
H 2.231 1.130 -2.047
*
```

Gap between HOMO and LUMO (eV): 8.082
SMILES string: [H]/N=C(NN)\[NH+]=C\N

Here are the natural (NBO) charges for atoms 1 to 8, given in e: number 1, H, carries 0.324; number 2, N, carries -0.754; number 3, C, carries 0.556; number 4, N, carries -0.396; number 5, N, carries -0.621; number 6, N, carries -0.559; number 7, C, carries 0.412; number 8, N, carries -0.695

---

Version ii
ORCA calculation (the ωB97M-V functional and the def2-TZVPD basis) on a gas-phase ion, C2H8N5 (charge +1).

The geometry in ORCA input format:
```
! wB97M-V def2-TZVPD RIJCOSX def2/J DEFGRID3
* xyz 1 1
H 1.412 2.090 -0.097
N 0.863 1.145 -0.097
C 1.440 0.036 -0.046
N 2.788 -0.137 0.016
N 0.486 -1.091 0.025
N -0.829 -0.791 -0.153
C -1.655 -0.005 0.425
N -2.781 0.382 -0.081
H 3.428 0.656 -0.106
H 3.205 -1.056 -0.134
H 0.687 -1.947 0.592
H -1.186 -1.073 -1.060
H -1.649 0.277 1.469
H -3.355 1.072 0.335
H -2.854 0.442 -1.089
*
```

Gap between HOMO and LUMO (eV): 9.773
SMILES string: [H]/N=C(\N)N/[NH+]=C/N

Here are the natural (NBO) charges for atoms 1 to 8, given in e: number 1, H, carries 0.390; number 2, N, carries -0.804; number 3, C, carries 0.575; number 4, N, carries -0.818; number 5, N, carries -0.474; number 6, N, carries -0.334; number 7, C, carries 0.441; number 8, N, carries -0.699

---

Most favorable first, least favorable last: version ii, version i

---

Version i
ORCA calculation (the ωB97M-V functional and the def2-TZVPD basis) on a single C3H8N2 molecule.

The geometry in ORCA input format:
```
! wB97M-V def2-TZVPD RIJCOSX def2/J DEFGRID3
* xyz 0 1
C -0.168 -1.697 0.028
C 0.158 -0.393 -0.692
C 0.412 0.726 0.289
N 0.169 2.062 -0.157
N -0.666 1.464 0.867
H 0.667 -2.006 0.653
H -0.369 -2.486 -0.692
H -1.043 -1.576 0.664
H -0.666 -0.103 -1.347
H 1.049 -0.520 -1.311
H 1.241 0.549 0.973
H 0.783 2.753 0.274
H -1.568 1.227 0.452
*
```

Gap between HOMO and LUMO (eV): 10.745
SMILES string: CCC1NN1

Here are the natural (NBO) charges for atoms 1 to 8, given in e: number 1, C, carries -0.605; number 2, C, carries -0.419; number 3, C, carries 0.064; number 4, N, carries -0.468; number 5, N, carries -0.464; number 6, H, carries 0.204; number 7, H, carries 0.213; number 8, H, carries 0.205

---

Version ii
ORCA calculation (the ωB97M-V functional and the def2-TZVPD basis) on 2 unconnected molecules or ions with the total composition C3H8N2.

The geometry in ORCA input format:
```
! wB97M-V def2-TZVPD RIJCOSX def2/J DEFGRID3
* xyz 0 1
C -0.978 -1.520 -0.520
N -1.704 -0.777 0.235
C -1.327 -0.753 1.654
H -1.272 -2.221 -1.347
H 0.111 -1.234 -0.656
H -2.058 -1.364 2.265
H -1.437 0.291 1.935
H -0.298 -1.133 1.656
C 1.432 1.817 -1.318
N 2.068 1.710 -0.133
H 0.461 2.301 -1.283
H 2.096 1.638 -2.215
H 2.907 1.244 -0.272
*
```

Gap between HOMO and LUMO (eV): 9.035
SMILES string: C=NC.C=N

Here are the natural (NBO) charges for atoms 1 to 8, given in e: number 1, C, carries -0.024; number 2, N, carries -0.429; number 3, C, carries -0.432; number 4, H, carries 0.160; number 5, H, carries 0.128; number 6, H, carries 0.214; number 7, H, carries 0.203; number 8, H, carries 0.178

---

Most favorable first, least favorable last: version i, version ii

---

Version i
ORCA calculation (the ωB97M-V functional and the def2-TZVPD basis) on a single C3H8N2 molecule.

The geometry in ORCA input format:
```
! wB97M-V def2-TZVPD RIJCOSX def2/J DEFGRID3
* xyz 0 1
H 1.177 2.336 -0.243
N 1.229 1.581 -0.928
C 0.592 0.553 -0.506
C 0.402 -0.676 -1.328
N -0.158 0.565 0.716
C -0.873 -0.527 1.329
H -0.645 -0.814 -1.606
H 0.808 -1.550 -0.813
H 1.008 -0.491 -2.253
H -0.342 1.472 1.130
H -1.764 -0.785 0.745
H -1.198 -0.248 2.338
H -0.236 -1.415 1.418
*
```

Gap between HOMO and LUMO (eV): 9.665
SMILES string: [H]/N=C(/C)NC

Here are the natural (NBO) charges for atoms 1 to 8, given in e: number 1, H, carries 0.324; number 2, N, carries -0.704; number 3, C, carries 0.461; number 4, C, carries -0.689; number 5, N, carries -0.652; number 6, C, carries -0.407; number 7, H, carries 0.228; number 8, H, carries 0.224

---

Version ii
ORCA calculation (the ωB97M-V functional and the def2-TZVPD basis) on a single C3H8N2 molecule.

The geometry in ORCA input format:
```
! wB97M-V def2-TZVPD RIJCOSX def2/J DEFGRID3
* xyz 0 1
C -0.882 0.590 -1.192
C -0.580 1.144 0.195
N 1.323 -0.995 -0.548
C 0.582 -0.959 0.661
N -0.304 0.048 1.178
H -1.179 1.309 -1.949
H -1.552 -0.256 -1.121
H 0.186 0.031 -1.388
H -1.420 1.748 0.615
H 0.277 1.825 0.154
H 2.264 -0.596 -0.440
H -0.574 -1.103 0.425
H 1.010 -1.613 1.403
*
```

Gap between HOMO and LUMO (eV): 6.429

Here are the natural (NBO) charges for atoms 1 to 8, given in e: number 1, C, carries -0.719; number 2, C, carries -0.279; number 3, N, carries -0.944; number 4, C, carries 0.033; number 5, N, carries -0.207; number 6, H, carries 0.225; number 7, H, carries 0.189; number 8, H, carries 0.314

---

Most favorable first, least favorable last: version i, version ii

---

Version i
ORCA calculation (the ωB97M-V functional and the def2-TZVPD basis) on a single C3H8N2 molecule.

The geometry in ORCA input format:
```
! wB97M-V def2-TZVPD RIJCOSX def2/J DEFGRID3
* xyz 0 1
C -2.301 -0.065 0.012
C -0.792 0.086 -0.040
N -0.058 -0.951 -0.001
N 1.281 -0.827 -0.026
C 1.968 0.407 0.022
H -2.627 -0.543 -0.905
H -2.615 -0.697 0.855
H -2.768 0.920 0.114
H -0.389 1.115 -0.100
H 1.808 -1.687 0.029
H 3.041 0.226 0.006
H 1.696 0.996 0.901
H 1.756 1.021 -0.866
*
```

Gap between HOMO and LUMO (eV): 9.240
SMILES string: C/C=N/NC

Here are the natural (NBO) charges for atoms 1 to 8, given in e: number 1, C, carries -0.650; number 2, C, carries -0.027; number 3, N, carries -0.221; number 4, N, carries -0.434; number 5, C, carries -0.437; number 6, H, carries 0.220; number 7, H, carries 0.222; number 8, H, carries 0.209

---

Version ii
ORCA calculation (the ωB97M-V functional and the def2-TZVPD basis) on a single C3H8N2 molecule.

The geometry in ORCA input format:
```
! wB97M-V def2-TZVPD RIJCOSX def2/J DEFGRID3
* xyz 0 1
N 1.085 -0.879 -1.509
C 0.683 0.318 -0.749
C 0.147 0.076 0.644
C -1.216 -0.434 0.781
N -0.942 1.016 0.981
H 1.418 -0.589 -2.429
H 1.950 -1.274 -1.087
H 1.473 1.134 -0.620
H -0.131 0.841 -1.309
H 0.846 -0.204 1.466
H -1.817 -0.696 -0.095
H -1.538 -1.007 1.685
H -0.895 1.073 2.032
*
```

Gap between HOMO and LUMO (eV): 10.542
SMILES string: NC[C@@H]1CN1

Here are the natural (NBO) charges for atoms 1 to 8, given in e: number 1, N, carries -0.823; number 2, C, carries -0.230; number 3, C, carries -0.109; number 4, C, carries -0.269; number 5, N, carries -0.574; number 6, H, carries 0.356; number 7, H, carries 0.346; number 8, H, carries 0.166

---

Most favorable first, least favorable last: version i, version ii